No. 1
Density functional theory data (the ωB97M-V functional and the def2-TZVPD basis) for 2 unconnected molecules or ions with the total composition C9H7F3O2P in a non-equilibrium geometry.

```
! wB97M-V def2-TZVPD RIJCOSX def2/J DEFGRID3
* xyz -1 1
C 2.183 1.616 -0.237
C 1.815 1.217 1.064
C 1.940 0.901 -1.349
C 1.686 -0.188 1.238
C 1.640 -0.463 -1.243
C 1.604 -1.019 0.051
C -1.824 -0.969 -0.029
C -2.176 0.234 0.180
C -3.482 0.967 -0.077
O 1.118 -3.051 1.787
O 0.970 -3.700 -0.584
F -1.458 1.100 0.888
F -4.613 0.297 0.271
F -3.745 1.305 -1.388
P 0.993 -2.627 0.422
H 2.560 2.657 -0.357
H 1.694 1.883 1.874
H 2.031 1.296 -2.423
H 1.582 -0.724 2.254
H 1.505 -1.178 -2.079
H -2.546 -1.477 -0.632
H -3.479 1.924 0.369
*
```

Properties
Total energy: -1138.568523 a.u.

---

No. 2
Density functional theory data (the ωB97M-V functional and the def2-TZVPD basis) for a single C9H7N3O2 molecule in a non-equilibrium geometry.

```
! wB97M-V def2-TZVPD RIJCOSX def2/J DEFGRID3
* xyz 0 1
C -3.023 0.377 -0.220
C -2.892 -0.212 1.039
C -1.926 0.278 -1.072
C -1.722 -0.853 1.402
C -0.764 -0.381 -0.784
C -0.609 -0.834 0.535
C 3.266 0.291 -1.118
C 2.540 1.244 -0.324
C 0.532 -1.610 0.969
N 1.872 -0.894 0.037
N 2.678 2.484 -0.208
N 2.936 -0.950 -0.795
O 0.849 -2.336 1.790
O 1.671 0.452 0.404
H -3.883 0.976 -0.428
H -3.822 -0.472 1.575
H -2.012 0.795 -2.052
H -1.703 -1.577 2.191
H 0.049 -0.233 -1.474
H 3.896 0.431 -1.949
H 2.065 3.024 0.482
*
```

Properties
Total energy: -661.744885 a.u.
SMILES string: [H]/N=c1/cnn(C(=O)c2ccccc2)o1

---

No. 3
Density functional theory data (the ωB97M-V functional and the def2-TZVPD basis) for 2 unconnected molecules or ions with the total composition C9H7O2S in a non-equilibrium geometry.

```
! wB97M-V def2-TZVPD RIJCOSX def2/J DEFGRID3
* xyz -1 1
C -0.303 -2.273 -0.040
C -1.433 -1.542 0.253
C 0.953 -1.675 -0.322
C -1.314 -0.160 0.334
C 1.090 -0.312 -0.083
C -0.109 0.392 0.109
C 1.646 1.824 -0.416
C 2.182 0.592 -0.284
C 0.122 1.829 -0.224
O 5.893 -1.535 -0.140
O 6.093 0.694 0.834
S 5.549 -0.084 -0.216
H -0.520 -3.409 -0.084
H -2.317 -1.956 0.413
H 1.821 -2.355 -0.624
H -2.259 0.331 0.476
H 2.193 2.796 -0.689
H -0.293 2.113 -1.156
H -0.114 2.714 0.485
*
```

Properties
Total energy: -895.744309 a.u.